[1]
Here is C5H7P in the gas phase from the OMol25 dataset. Energies are from the ωB97M-V functional and the def2-TZVPD basis.

Computed properties:
HOMO-LUMO gap (alpha / beta) = 7.482 / 6.959 eV
E_HOMO (alpha / beta) = -8.536 / -7.866 eV
net charge = 0
E_tot = -14581.6071 eV
structure (SMILES) = C#P=C/C=C/C
lowest unoccupied orbital energy (alpha / beta) = -1.05 / -0.91 eV

Each line ends with the Löwdin charge.
Geometry (Å):
P (-2.682980, -0.077003, -0.277401)  0.77
C (-2.117310, -1.378896, 0.576524)  -0.30
C (2.051790, -0.324740, -0.163300)  -0.10
C (-0.085929, 0.953707, 0.152319)  -0.24
C (-1.506334, 1.174661, 0.032328)  -0.41
C (0.552527, -0.149342, -0.235666)  -0.18
H (0.519444, 1.750254, 0.625722)  0.12
H (0.052279, -0.750870, -1.006217)  0.10
H (2.198052, -0.042992, 0.863908)  0.06
H (2.408030, -1.353698, -0.204280)  0.07
H (-2.387261, -2.391477, 0.174840)  -0.05
H (-1.745295, 2.293764, 0.222012)  0.08
H (2.742990, 0.296633, -0.760786)  0.09

Atomic forces in eV per Å
P 0.0 0.4 0.3
C 0.0 -1.2 -1.1
C -0.1 0.0 1.3
C -1.4 1.3 0.9
C 1.4 2.6 0.9
C 1.0 -1.2 -3.0
H -0.5 -0.3 -0.2
H -0.1 -0.2 0.7
H 0.9 0.3 0.7
H -0.3 -0.1 -0.3
H 0.1 0.6 0.7
H -0.2 -2.1 -0.7
H -0.8 -0.1 -0.1

---

[2]
Here is a molecular structure, C17H6Br4CoF2NO2 from the OMol25 dataset. Energies are from the ωB97M-V functional and the def2-TZVPD basis.

Computed properties:
HOMO-LUMO gap (alpha / beta) = 8.234 / 6.036 eV
E_HOMO (alpha / beta) = -8.288 / -8.748 eV
net charge = 0
E_tot = -346542.5909 eV
lowest unoccupied orbital energy (alpha / beta) = -0.05 / -2.71 eV
multiplicity = 5

Each line ends with the Löwdin charge.
Geometry (Å):
Br (4.507088, -1.238809, -2.359327)  0.80
Br (1.423088, -5.734409, -3.989327)  0.76
Br (-1.180712, -4.522709, -2.359327)  0.80
Br (4.254688, -4.099609, -3.989327)  0.76
Co (0.161888, -0.280509, -0.086427)  0.83
F (0.511388, -0.885809, 5.176773)  0.07
F (-1.688312, 2.924291, 3.604273)  0.06
O (-0.452812, -1.870309, -1.054127)  -0.09
O (1.846088, -0.543009, -1.054027)  -0.09
N (-0.877912, 1.520591, -0.365727)  0.03
C (0.330988, -0.573209, 2.855573)  -0.05
C (-1.921712, 3.328491, 0.766773)  0.01
C (-0.805112, 1.394391, 2.000973)  -0.13
C (0.529788, -2.374809, -1.707827)  -0.36
C (-0.107012, 0.185391, 1.784273)  -0.15
C (-1.195812, 2.071191, -1.529427)  -0.10
C (0.465688, -3.604109, -2.381127)  -0.64
C (2.777688, -3.409409, -3.059327)  -0.74
C (-1.884712, 3.264491, -1.626627)  -0.05
C (-2.251212, 3.899191, -0.449827)  -0.04
C (-0.597012, 1.034091, 4.401373)  0.06
C (2.888388, -2.205309, -2.381127)  -0.64
C (-1.029912, 1.783891, 3.323373)  -0.21
C (1.563788, -4.110309, -3.059327)  -0.74
C (-1.223712, 2.119591, 0.797173)  -0.18
C (1.791688, -1.646209, -1.707827)  -0.36
C (0.082188, -0.142309, 4.146473)  -0.28
H (-2.121312, 3.674191, -2.594027)  0.10
H (0.866188, -1.500309, 2.704173)  0.11
H (-0.881112, 1.526091, -2.409927)  0.12
H (-0.782312, 1.354991, 5.413473)  0.13
H (-2.790112, 4.832691, -0.486427)  0.11
H (-2.209812, 3.827591, 1.675773)  0.11

Atomic forces in eV per Å
Br -0.2 0.0 0.1
Br 0.0 0.0 0.1
Br 0.1 0.2 0.1
Br 0.0 0.0 0.1
Co -0.4 0.7 0.2
F 0.0 0.0 0.2
F -0.1 0.2 0.1
O 0.6 -0.7 -0.9
O 0.3 -0.8 -0.9
N 0.0 0.0 0.2
C -0.1 0.1 0.3
C 0.0 0.1 0.0
C 0.3 -0.4 0.7
C -0.8 0.3 0.6
C -0.1 0.2 0.5
C -0.1 0.2 -0.1
C 0.0 -1.0 -0.7
C 0.9 0.9 0.2
C 0.0 0.0 0.0
C 0.1 -0.2 -0.1
C 0.0 -0.1 0.1
C 0.9 -0.5 -0.7
C 0.2 -0.3 -0.4
C -1.3 -0.3 0.2
C -0.2 0.3 -0.3
C 0.1 0.8 0.6
C -0.1 0.1 -0.3
H 0.0 0.1 -0.1
H 0.0 -0.1 0.1
H 0.0 0.0 -0.1
H 0.0 0.1 0.1
H -0.1 0.1 0.1
H 0.0 -0.1 0.1

---

[3]
Here is a molecular structure, C16H29IrN3OSSi2Te from the OMol25 dataset. Energies are from the ωB97M-V functional and the def2-TZVPD basis.

Computed properties:
HOMO-LUMO gap = 6.650 eV
E_HOMO = -10.846 eV
net charge = +1
E_tot = -60298.8354 eV
lowest unoccupied orbital energy = -4.20 eV

Each line ends with the Löwdin charge.
Geometry (Å):
Ir (1.885545, -0.151376, 1.245425)  0.78
Te (-0.371725, -0.733428, 0.296087)  1.45
S (2.580590, -1.158043, 3.135426)  0.65
Si (-2.095973, 0.676242, -2.211237)  0.39
Si (-1.391828, 0.842086, 3.215204)  0.42
O (2.378675, 0.844703, -0.435262)  -0.27
N (2.767677, -2.937466, 1.155736)  0.01
N (3.010378, -3.780317, 3.265136)  0.09
N (2.563855, -1.773066, 0.415832)  -0.28
C (-2.305190, 2.297876, 2.507686)  -0.18
C (2.851914, -0.568765, -4.277811)  -0.07
C (2.705866, -1.960416, -0.863651)  -0.07
C (2.792542, -1.456418, -3.242524)  -0.03
C (2.639321, -1.003700, -1.908322)  -0.17
C (0.411172, 1.279204, 3.447793)  -0.20
C (-1.175361, 1.022997, -0.574442)  -0.51
C (2.521169, 0.373405, -1.648625)  -0.37
C (2.771980, 0.811424, -4.003229)  -0.06
C (2.806053, -2.740976, 2.424799)  -0.83
C (-0.852765, 0.185796, -3.496492)  -0.17
C (-1.528052, -0.668321, 2.073255)  -0.53
C (-2.105986, 0.316833, 4.842544)  -0.17
C (-2.975456, 2.253720, -2.633204)  -0.17
C (2.612266, 1.277663, -2.724458)  -0.01
C (-3.287466, -0.718250, -1.885752)  -0.19
H (-0.355630, 1.734021, -0.696284)  0.03
H (-2.771934, -1.670743, -1.733044)  0.02
H (2.940073, -2.985707, -1.129911)  0.14
H (-3.681556, 2.536426, -1.848631)  0.04
H (-3.912765, -0.527154, -1.008419)  0.04
H (2.562255, 2.335704, -2.502780)  0.13
H (-1.719593, 2.830836, 1.756438)  0.03
H (-3.258445, 2.006870, 2.059097)  0.04
H (2.869651, -2.521735, -3.426078)  0.12
H (-2.568009, -0.776952, 1.747290)  0.02
H (-1.878433, 1.416673, 0.157766)  -0.02
H (-3.173233, 0.100414, 4.757172)  0.05
H (2.832058, 1.519264, -4.820510)  0.12
H (0.564387, 2.314652, 3.756799)  0.06
H (2.981962, -0.915943, -5.292983)  0.11
H (0.891630, 0.627198, 4.173126)  0.00
H (-3.540786, 2.153858, -3.563356)  0.04
H (-1.261014, -1.582597, 2.608844)  0.02
H (-1.608315, -0.579461, 5.219863)  0.04
H (-1.345214, -0.295216, -4.345840)  0.05
H (-2.529807, 3.010286, 3.305597)  0.05
H (-3.958526, -0.851372, -2.737515)  0.04
H (-2.268035, 3.076028, -2.763594)  0.04
H (-1.988493, 1.102887, 5.592823)  0.05
H (-0.311648, 1.053966, -3.876110)  0.04
H (0.956961, 1.159145, 2.480311)  -0.06
H (3.158808, -3.613053, 4.242794)  0.09
H (3.277402, -4.668768, 2.876533)  0.11
H (-0.112950, -0.520938, -3.109316)  0.02

Atomic forces in eV per Å
Ir 0.8 -0.7 0.0
Te -0.2 0.0 0.2
S -0.5 0.0 0.5
Si 0.1 0.0 0.2
Si -0.1 -0.1 0.0
O -0.4 0.9 -0.2
N -0.1 0.1 -0.2
N 0.0 0.1 -0.1
N 0.1 -0.7 -0.3
C -0.1 0.1 -0.1
C 0.0 0.1 0.0
C 0.1 -0.1 -0.2
C 0.0 0.0 0.0
C -0.1 -0.2 0.0
C 0.2 0.1 0.0
C 0.0 0.0 -0.2
C 0.0 0.2 0.3
C 0.0 0.0 0.0
C 0.2 -0.1 0.3
C 0.1 -0.1 -0.2
C -0.1 0.0 -0.1
C -0.1 0.0 0.2
C -0.1 0.1 -0.1
C 0.0 0.0 0.0
C -0.1 -0.1 0.1
H 0.0 0.0 0.0
H 0.0 0.0 0.0
H 0.0 0.0 0.0
H 0.0 0.0 0.0
H 0.0 0.0 0.0
H 0.0 0.0 0.0
H 0.0 0.0 0.0
H 0.0 0.0 0.0
H 0.0 0.0 0.0
H 0.0 -0.1 0.0
H 0.1 0.0 0.0
H 0.0 0.0 0.0
H 0.0 0.0 0.0
H 0.0 0.0 -0.1
H 0.0 0.0 0.0
H 0.0 0.0 0.0
H 0.0 0.0 0.0
H 0.0 0.0 0.0
H 0.0 0.0 0.0
H 0.0 0.0 0.0
H 0.0 0.0 0.0
H 0.0 0.0 0.0
H 0.0 0.0 0.0
H 0.0 0.0 0.0
H 0.0 0.0 0.0
H 0.0 0.5 -0.1
H 0.0 0.0 0.0
H 0.0 0.0 0.0
H 0.0 0.0 0.0

---

Which formula does entry 3 have? C16H29IrN3OSSi2Te

---

Which of these has the lowest E_tot? C17H6Br4CoF2NO2

---

Among the records above, which one has the highest E_tot? C5H7P